Record 1
Density functional theory data (ωB97M-V with the def2-TZVPD basis set) for a structure of composition C49H48HfIN5O6S.

Structure (XYZ):
```
111
C49H48HfIN5O6S ωB97M-V with the def2-TZVPD basis set
Hf -0.086 -0.095 0.126
C 3.696 3.296 -0.092
C 3.390 2.124 0.801
N 4.675 0.748 2.457
C 4.122 0.078 3.555
C 2.828 -0.047 3.911
C 2.571 -0.881 5.148
O 1.717 -0.236 6.087
C 1.606 0.394 3.162
C 0.618 -0.514 3.002
N -0.526 -0.378 2.176
C -1.725 -0.728 2.817
C -1.867 -0.499 4.191
C -3.039 -0.799 4.862
C -4.122 -1.329 4.179
C -4.006 -1.572 2.820
C -2.823 -1.290 2.154
I -2.743 -1.809 0.138
C 1.916 1.597 1.012
O 0.902 1.688 0.079
H 4.731 3.292 -0.439
H 3.526 4.221 0.461
H 3.031 3.287 -0.957
H 4.861 -0.425 4.172
H 3.529 -1.138 5.611
H 2.072 -1.822 4.911
H 2.078 0.640 6.258
H 0.679 -1.473 3.508
H -1.032 -0.070 4.732
H -3.105 -0.608 5.925
H -5.045 -1.560 4.693
H -4.836 -2.001 2.275
C -0.331 -2.430 -2.789
C -0.269 -0.972 -3.121
C 0.078 -0.591 -4.440
C 0.144 0.726 -4.765
C -0.241 1.708 -3.823
C -0.262 3.086 -4.133
C -0.749 3.969 -3.211
C -1.260 3.514 -1.982
C -1.260 2.182 -1.634
S -2.042 1.607 -0.164
C -0.676 1.265 -2.561
N -0.572 -0.071 -2.203
H 0.354 -2.996 -3.420
H -1.342 -2.791 -2.997
H -0.103 -2.625 -1.746
H 0.326 -1.363 -5.155
H 0.462 1.040 -5.753
H 0.092 3.414 -5.102
H -0.774 5.029 -3.429
H -1.691 4.225 -1.289
O -0.246 -3.497 1.449
C 0.748 -3.009 0.959
O 0.760 -2.016 0.094
C 2.100 -3.540 1.356
C 3.125 -2.694 1.750
C 4.324 -3.213 2.222
C 4.525 -4.581 2.269
C 3.488 -5.403 1.860
C 2.269 -4.919 1.431
N 3.691 -6.869 1.905
O 4.748 -7.276 2.345
O 2.790 -7.575 1.503
H 2.984 -1.624 1.690
H 5.109 -2.541 2.544
H 5.449 -5.019 2.613
H 1.468 -5.594 1.167
C 0.257 3.792 3.313
C 1.557 3.097 3.037
C 2.730 3.714 3.214
C 3.940 2.901 3.139
C 4.781 2.890 4.380
C 4.076 2.013 2.144
C 2.990 0.780 0.387
C 1.377 1.704 2.434
N 2.899 -0.139 -0.460
C 3.911 -0.424 -1.478
C 3.146 -0.666 -2.782
C 4.108 -1.061 -3.903
C 5.125 0.064 -4.114
C 5.906 0.298 -2.816
C 6.641 -0.986 -2.423
C 5.624 -2.109 -2.209
C 4.843 -2.345 -3.506
C 4.649 -1.712 -1.098
C 4.931 0.692 -1.701
H 0.407 4.794 3.713
H -0.336 3.211 4.025
H -0.338 3.854 2.397
H 2.757 4.724 3.610
H 4.239 2.425 5.209
H 5.001 3.917 4.677
H 5.723 2.359 4.246
H 5.678 0.674 2.383
H 0.298 1.673 2.272
H 2.595 0.243 -3.045
H 2.408 -1.455 -2.604
H 3.544 -1.229 -4.825
H 4.612 0.984 -4.411
H 5.814 -0.199 -4.922
H 6.627 1.106 -2.963
H 7.218 -0.821 -1.507
H 7.353 -1.266 -3.206
H 6.142 -3.028 -1.920
H 4.126 -3.160 -3.365
H 5.526 -2.649 -4.305
H 5.177 -1.555 -0.153
H 3.917 -2.507 -0.931
H 4.407 1.612 -1.973
H 5.481 0.885 -0.773
```

Output
gap between HOMO and LUMO: 6.9998 eV
net charge: 0
HOMO level: -0.2750 hartree
LUMO level: -0.484 eV
energy relative to the best compared isomer or geometry (same formula, charge and spin): 4.285 eV

---

Record 2
Density functional theory data (ωB97M-V with the def2-TZVPD basis set) for a structure of composition C49H49BaIN5S2Si.

Structure (XYZ):
```
108
C49H49BaIN5S2Si ωB97M-V with the def2-TZVPD basis set
Ba 0.425 0.087 0.364
C -1.673 1.794 -0.881
Si -2.412 1.576 -2.496
C -1.165 0.811 -3.729
N -0.488 -0.379 -3.227
C -1.369 -1.558 -3.150
C -1.005 -2.660 -4.148
C -0.665 -2.026 -5.493
C 0.593 -1.151 -5.362
C 0.761 -0.683 -3.907
C -3.976 0.497 -2.412
C -4.653 0.084 -3.564
C -5.801 -0.692 -3.497
C -6.310 -1.072 -2.260
C -5.661 -0.668 -1.103
C -4.508 0.105 -1.184
C -2.981 3.110 -3.499
C -4.320 3.445 -3.710
C -4.689 4.599 -4.392
C -3.718 5.457 -4.887
C -2.379 5.153 -4.686
C -2.025 3.999 -4.001
H -2.403 2.007 -0.093
H -0.952 2.629 -0.889
H -0.399 1.582 -3.880
H -1.634 0.665 -4.722
H -2.391 -1.240 -3.350
H -1.367 -1.955 -2.136
H -1.849 -3.350 -4.239
H -0.159 -3.252 -3.783
H -1.514 -1.407 -5.800
H -0.532 -2.780 -6.272
H 0.539 -0.300 -6.044
H 1.482 -1.725 -5.646
H 1.412 0.194 -3.852
H 1.255 -1.473 -3.339
H -4.273 0.378 -4.538
H -6.302 -1.000 -4.408
H -7.208 -1.675 -2.201
H -6.051 -0.958 -0.134
H -4.002 0.410 -0.275
H -5.100 2.793 -3.332
H -5.739 4.827 -4.535
H -4.002 6.357 -5.420
H -1.609 5.818 -5.059
H -0.969 3.798 -3.844
C 3.048 2.369 -1.275
N 2.778 1.099 -0.596
C 3.818 0.436 -0.226
C 3.798 -0.824 0.442
C 4.922 -1.581 0.804
C 4.422 -2.754 1.374
C 3.026 -2.630 1.325
N 2.637 -1.480 0.760
C 3.343 3.480 -0.297
C 2.354 3.889 0.592
C 2.606 4.867 1.537
C 3.861 5.463 1.600
C 4.852 5.071 0.713
C 4.593 4.081 -0.229
H 2.167 2.633 -1.867
H 3.887 2.265 -1.974
H 4.821 0.832 -0.437
H 5.956 -1.297 0.668
H 4.982 -3.579 1.787
H 2.292 -3.346 1.677
H 1.370 3.438 0.551
H 1.821 5.156 2.224
H 4.064 6.227 2.339
H 5.832 5.529 0.756
H 5.373 3.770 -0.915
C -2.936 -0.691 2.078
C -2.651 -1.890 1.238
N -1.518 -2.144 0.644
C -1.564 -3.345 -0.026
C -2.751 -4.004 0.049
S -3.844 -3.105 1.003
C -0.366 -3.825 -0.723
C -0.132 -5.116 -1.088
S 1.398 -5.229 -1.841
C 1.644 -3.537 -1.598
N 0.642 -2.939 -1.028
C 2.940 -2.894 -1.962
H -2.343 0.163 1.753
H -2.658 -0.885 3.115
H -3.993 -0.427 2.034
H -3.026 -4.930 -0.427
H -0.763 -5.974 -0.928
H 3.392 -3.384 -2.825
H 3.624 -2.961 -1.113
H 2.790 -1.839 -2.178
I -0.999 3.032 2.367
C -0.337 2.394 4.244
C -0.385 3.265 5.294
C 0.005 2.825 6.577
C 0.406 1.534 6.761
C 0.453 0.622 5.677
C 0.852 -0.722 5.877
C 0.893 -1.579 4.816
C 0.561 -1.119 3.520
C 0.166 0.171 3.223
C 0.098 1.041 4.361
H -0.727 4.282 5.150
H -0.025 3.516 7.411
H 0.695 1.184 7.746
H 1.120 -1.047 6.877
H 1.199 -2.610 4.964
H 0.646 -1.858 2.720
```

Output
gap between HOMO and LUMO: 6.1641 eV
net charge: -1
HOMO level: -0.1539 hartree
LUMO level: 1.976 eV
energy relative to the best compared isomer or geometry (same formula, charge and spin): 0.469 eV

---

Record 3
Density functional theory data (ωB97M-V with the def2-TZVPD basis set) for a structure of composition C49H50BrCoF4NO3PS4 at a distorted geometry.

Structure (XYZ):
```
114
C49H50BrCoF4NO3PS4 ωB97M-V with the def2-TZVPD basis set
Co -0.299 -0.238 0.172
C 1.243 -0.500 -6.683
C 0.042 -1.347 -6.234
C -1.253 -0.635 -6.657
C 0.094 -2.687 -6.974
C 0.091 -1.509 -4.714
C -0.110 -0.404 -3.906
C -0.020 -0.521 -2.518
N -0.192 0.441 -1.563
C -0.392 1.778 -1.667
C -0.240 2.599 -2.797
C -0.537 3.938 -2.715
C -1.022 4.447 -1.491
C -1.154 3.701 -0.337
C -0.756 2.337 -0.395
O -0.730 1.543 0.634
C -1.720 4.290 0.953
C -2.947 3.471 1.388
C -0.651 4.251 2.056
C -2.159 5.744 0.769
C -0.394 4.887 -3.902
C 0.168 4.182 -5.138
C 0.558 6.037 -3.539
C -1.776 5.453 -4.269
C 0.261 -1.789 -1.909
O 0.359 -1.803 -0.599
C 0.409 -2.931 -2.728
C 0.341 -2.744 -4.104
C 0.549 -4.321 -2.109
C 0.647 -5.410 -3.180
C -0.698 -4.605 -1.252
C 1.809 -4.409 -1.236
H 1.238 -0.369 -7.770
H 2.181 -0.981 -6.397
H 1.210 0.487 -6.218
H -1.303 -0.562 -7.746
H -1.305 0.375 -6.251
H -2.124 -1.189 -6.303
H 0.033 -2.509 -8.050
H -0.745 -3.325 -6.688
H 1.024 -3.224 -6.779
H -0.372 0.548 -4.346
H 0.151 2.175 -3.709
H -1.304 5.491 -1.458
H -2.678 2.426 1.531
H -3.730 3.528 0.628
H -3.344 3.861 2.329
H -0.428 3.221 2.318
H -1.004 4.775 2.949
H 0.268 4.735 1.715
H -2.897 5.845 -0.030
H -1.308 6.394 0.552
H -2.620 6.093 1.696
H 1.141 3.734 -4.930
H 0.289 4.907 -5.946
H -0.511 3.400 -5.487
H 1.537 5.638 -3.268
H 0.184 6.616 -2.694
H 0.680 6.714 -4.390
H -2.453 4.635 -4.525
H -1.701 6.127 -5.127
H -2.216 6.004 -3.438
H 0.470 -3.614 -4.732
H -0.247 -5.443 -3.807
H 0.747 -6.379 -2.687
H 1.523 -5.260 -3.816
H -1.601 -4.558 -1.866
H -0.785 -3.873 -0.450
H -0.634 -5.601 -0.805
H 2.705 -4.191 -1.824
H 1.902 -5.415 -0.814
H 1.754 -3.696 -0.421
O -5.550 -2.614 3.954
C -4.655 -2.221 3.252
S -4.881 -1.665 1.587
C -3.197 -1.289 1.235
C -2.301 -1.499 2.270
S -0.633 -1.221 2.208
S -2.966 -2.123 3.772
S -2.790 -0.732 -0.301
F 5.790 3.346 4.523
C 5.028 2.687 3.655
C 5.542 2.292 2.436
F 6.815 2.558 2.139
C 4.744 1.613 1.536
F 5.339 1.256 0.398
C 3.410 1.301 1.792
P 2.306 0.390 0.564
C 2.848 1.256 -0.961
C 3.016 2.639 -0.961
C 3.441 3.299 -2.102
C 3.667 2.592 -3.273
C 3.428 1.225 -3.304
C 3.022 0.561 -2.156
C 3.306 -1.162 0.632
C 2.929 -2.045 1.643
C 3.655 -3.201 1.879
C 4.760 -3.499 1.098
C 5.132 -2.635 0.079
C 4.414 -1.470 -0.153
C 2.925 1.692 3.047
Br 1.184 1.260 3.595
C 3.719 2.372 3.958
F 3.241 2.736 5.149
H 2.810 3.209 -0.061
H 3.605 4.370 -2.075
H 4.024 3.102 -4.159
H 3.561 0.668 -4.223
H 2.841 -0.504 -2.194
H 2.047 -1.826 2.238
H 3.350 -3.881 2.665
H 5.329 -4.403 1.278
H 5.993 -2.858 -0.540
H 4.735 -0.806 -0.939
```

Output
gap between HOMO and LUMO (spin up / spin down): 6.2269 / 5.5876 eV
net charge: -1
HOMO level (spin up / spin down): -0.1505 / -0.1677 hartree
LUMO level (spin up / spin down): 2.131 / 1.025 eV
2S+1: 4

---

Record 4
Density functional theory data (ωB97M-V with the def2-TZVPD basis set) for a structure of composition C49H51As2N2O3OsS.

Structure (XYZ):
```
109
C49H51As2N2O3OsS ωB97M-V with the def2-TZVPD basis set
Os 0.088 -0.349 -0.070
C -2.155 -2.109 2.389
O -1.285 -1.018 2.070
C -0.772 -0.300 3.122
C -0.981 -0.618 4.450
C -0.415 0.167 5.449
C 0.371 1.254 5.121
C 0.601 1.567 3.788
C 0.021 0.808 2.772
N 0.157 1.065 1.384
N 0.989 2.210 1.136
C 0.611 2.909 -0.101
C 1.069 2.340 -1.352
O 1.515 1.170 -1.402
C 0.978 3.182 -2.521
C 0.371 4.379 -2.449
C -0.206 4.878 -1.223
C -0.848 6.107 -1.185
C -1.382 6.591 0.001
C -1.289 5.841 1.184
C -0.653 4.629 1.183
C -0.079 4.112 -0.018
H -2.994 -1.761 2.993
H -1.612 -2.895 2.915
H -2.526 -2.488 1.439
H -1.584 -1.470 4.726
H -0.590 -0.087 6.485
H 0.823 1.858 5.895
H 1.277 2.389 3.581
H 1.393 2.796 -3.442
H 0.285 5.002 -3.332
H -0.925 6.695 -2.091
H -1.877 7.553 0.015
H -1.728 6.222 2.096
H -0.642 4.061 2.108
C 2.773 -1.830 -1.743
C 3.337 -1.952 -0.331
As 2.265 -0.906 0.923
C 2.205 -1.821 2.600
C 1.640 -3.096 2.593
C 1.554 -3.804 3.781
C 2.023 -3.239 4.962
C 2.581 -1.969 4.960
C 2.676 -1.250 3.776
C 3.129 0.796 1.221
C 4.512 0.796 1.401
C 5.221 1.974 1.589
C 4.553 3.186 1.605
C 3.175 3.213 1.443
C 2.486 2.028 1.256
As 0.835 -2.088 -1.709
C 0.601 -3.929 -1.236
C -0.354 -4.269 -0.284
C -0.546 -5.599 0.065
C 0.224 -6.585 -0.536
C 1.179 -6.248 -1.488
C 1.367 -4.921 -1.845
C 0.200 -1.894 -3.510
C -0.576 -2.895 -4.090
C -1.068 -2.716 -5.377
C -0.786 -1.549 -6.075
C -0.010 -0.554 -5.492
C 0.479 -0.719 -4.204
H 3.224 -2.562 -2.412
H 2.944 -0.837 -2.161
H 4.377 -1.633 -0.278
H 3.281 -2.978 0.039
H 1.279 -3.541 1.672
H 1.134 -4.802 3.787
H 1.963 -3.798 5.886
H 2.954 -1.540 5.880
H 3.113 -0.259 3.779
H 5.051 -0.144 1.400
H 6.293 1.940 1.727
H 5.094 4.111 1.752
H 2.646 4.160 1.467
H 0.766 2.870 1.890
H -0.946 -3.490 0.185
H -1.294 -5.868 0.799
H 0.078 -7.622 -0.266
H 1.772 -7.021 -1.957
H 2.102 -4.674 -2.602
H -0.786 -3.812 -3.555
H -1.660 -3.494 -5.839
H -1.160 -1.420 -7.082
H 0.224 0.344 -6.049
H 1.085 0.056 -3.748
C -2.437 2.178 -3.433
C -3.508 1.107 -3.607
C -3.064 -0.300 -3.229
S -2.797 -0.718 -1.503
O -1.644 0.218 -1.003
C -4.283 -0.081 -0.682
C -4.240 1.387 -0.244
C -3.641 1.584 1.144
H -2.782 3.121 -3.857
H -1.522 1.889 -3.954
H -2.183 2.346 -2.386
H -3.777 1.049 -4.664
H -4.429 1.375 -3.086
H -2.124 -0.574 -3.716
H -3.808 -1.050 -3.521
H -4.432 -0.739 0.175
H -5.085 -0.286 -1.395
H -5.272 1.742 -0.252
H -3.702 1.988 -0.975
H -4.210 1.035 1.897
H -3.670 2.638 1.422
H -2.605 1.250 1.183
```

Output
gap between HOMO and LUMO (spin up / spin down): 7.8731 / 5.2002 eV
net charge: +3
HOMO level (spin up / spin down): -0.5596 / -0.5696 hartree
LUMO level (spin up / spin down): -7.354 / -10.299 eV
2S+1: 5
energy relative to the best compared isomer or geometry (same formula, charge and spin): 0.000 eV

---

Q: Which of these has the highest net charge?
A: C49H51As2N2O3OsS

---

Q: Look up the net charge of the third one.
A: -1